Entry 1:
{"formula": "C41H47Cl12N7", "method": "ωB97M-V/def2-TZVPD", "energy_ha": -7496.030626, "homo_energy_ev": -9.5, "spin_multiplicity": 1, "e_lumo_ev": 0.2, "species": ["N", "C", "C", "C", "C", "C", "H", "H", "H", "H", "H", "N", "C", "C", "C", "C", "C", "H", "H", "H", "H", "H", "N", "C", "C", "C", "C", "C", "H", "H", "H", "H", "H", "N", "C", "C", "C", "C", "C", "H", "H", "H", "H", "H", "N", "C", "C", "C", "C", "C", "H", "H", "H", "H", "H", "N", "C", "C", "C", "C", "C", "H", "H", "H", "H", "H", "N", "C", "C", "C", "C", "C", "H", "H", "H", "H", "H", "C", "Cl", "Cl", "H", "H", "C", "Cl", "Cl", "H", "H", "C", "Cl", "Cl", "H", "H", "C", "Cl", "Cl", "H", "H", "C", "Cl", "Cl", "H", "H", "C", "Cl", "Cl", "H", "H"], "positions_angstrom": [[3.649, -1.173, 2.636], [3.650, -2.169, 3.560], [2.551, -2.512, 4.380], [1.437, -1.691, 4.251], [1.365, -0.676, 3.287], [2.526, -0.462, 2.472], [4.527, -2.799, 3.584], [2.525, -3.315, 5.101], [0.676, -1.876, 4.994], [0.459, -0.094, 3.208], [2.627, 0.325, 1.740], [1.502, 2.004, -0.322], [1.161, 0.790, -0.837], [0.031, 0.114, -0.436], [-0.747, 0.576, 0.589], [-0.394, 1.829, 1.175], [0.735, 2.542, 0.661], [1.700, 0.425, -1.698], [-0.164, -0.811, -0.958], [-1.614, 0.024, 0.919], [-0.972, 2.295, 1.959], [1.021, 3.475, 1.124], [-3.791, -5.736, -1.836], [-4.529, -4.609, -2.001], [-3.939, -3.333, -1.986], [-2.511, -3.272, -1.904], [-1.761, -4.452, -1.823], [-2.435, -5.685, -1.753], [-5.601, -4.721, -2.074], [-4.528, -2.438, -2.122], [-1.952, -2.350, -1.844], [-0.681, -4.447, -1.801], [-1.903, -6.622, -1.680], [-3.654, 2.345, 4.304], [-3.150, 1.867, 5.436], [-2.660, 0.617, 5.582], [-2.555, -0.213, 4.466], [-3.055, 0.263, 3.260], [-3.668, 1.497, 3.193], [-3.235, 2.521, 6.292], [-2.398, 0.269, 6.570], [-2.142, -1.206, 4.559], [-2.943, -0.346, 2.374], [-4.093, 1.915, 2.293], [-4.104, 0.698, -0.687], [-5.162, 1.450, -1.118], [-6.498, 1.077, -1.007], [-6.819, -0.131, -0.425], [-5.780, -0.973, -0.042], [-4.462, -0.493, -0.175], [-4.905, 2.382, -1.601], [-7.276, 1.743, -1.350], [-7.851, -0.414, -0.279], [-6.091, -1.910, 0.395], [-3.664, -1.157, 0.122], [1.542, -3.124, -2.011], [2.069, -2.985, -0.778], [3.398, -3.160, -0.442], [4.260, -3.649, -1.446], [3.782, -3.818, -2.705], [2.404, -3.643, -2.945], [1.378, -2.655, -0.016], [3.683, -2.890, 0.565], [5.253, -3.994, -1.199], [4.430, -4.215, -3.472], [2.027, -3.844, -3.937], [4.893, 0.595, -2.805], [5.751, 1.631, -2.770], [6.355, 2.092, -1.573], [6.007, 1.386, -0.381], [5.076, 0.345, -0.401], [4.555, -0.020, -1.620], [6.072, 2.133, -3.671], [7.020, 2.944, -1.567], [6.350, 1.782, 0.564], [4.817, -0.280, 0.441], [3.809, -0.795, -1.716], [1.759, 3.341, -3.985], [2.880, 3.836, -5.270], [1.592, 4.761, -2.827], [0.768, 3.054, -4.337], [2.273, 2.587, -3.389], [-2.071, -3.936, 1.747], [-0.928, -2.584, 1.747], [-3.798, -3.284, 1.728], [-1.961, -4.587, 0.879], [-1.934, -4.507, 2.665], [-1.861, 3.624, -1.661], [-2.018, 4.289, -3.271], [-2.986, 4.403, -0.508], [-2.020, 2.554, -1.793], [-0.820, 3.825, -1.408], [-0.698, -0.945, -4.465], [-2.318, -0.147, -4.070], [0.534, 0.315, -4.284], [-0.529, -1.684, -3.681], [-0.733, -1.313, -5.490], [4.166, 4.126, 0.782], [3.561, 3.417, 2.278], [3.928, 5.948, 0.806], [5.219, 3.917, 0.593], [3.576, 3.669, -0.013], [0.279, 6.226, 1.762], [-1.267, 5.464, 2.200], [0.780, 5.879, 0.042], [0.258, 7.290, 1.999], [0.983, 5.669, 2.380]], "lowdin_charge": [0.041, -0.136, -0.063, -0.113, -0.069, -0.127, 0.095, 0.099, 0.097, 0.076, 0.074, 0.076, -0.160, -0.108, -0.098, -0.034, -0.183, 0.056, 0.080, 0.040, 0.079, 0.019, 0.043, -0.138, -0.064, -0.080, -0.090, -0.142, 0.098, 0.084, 0.069, 0.073, 0.097, 0.069, -0.188, -0.086, -0.068, -0.104, -0.098, 0.104, 0.102, 0.093, 0.040, 0.098, 0.082, -0.136, -0.071, -0.078, -0.082, -0.199, 0.078, 0.103, 0.107, 0.085, 0.036, 0.062, -0.172, -0.062, -0.079, -0.079, -0.108, 0.059, 0.084, 0.110, 0.105, 0.098, 0.063, -0.151, -0.054, -0.078, -0.070, -0.144, 0.095, 0.095, 0.095, 0.078, 0.074, -0.980, 0.502, 0.436, -0.015, -0.012, -0.879, 0.610, 0.520, 0.008, 0.030, -1.035, 0.520, 0.494, 0.008, -0.041, -0.905, 0.444, 0.564, -0.009, 0.034, -0.955, 0.539, 0.448, 0.008, 0.001, -0.924, 0.500, 0.454, 0.038, -0.002]}

---

Entry 2:
{"formula": "C53H66Br2Cl2N5O2RbS", "method": "ωB97M-V/def2-TZVPD", "energy_ha": -8974.268804, "homo_energy_ev": -1.2, "spin_multiplicity": 1, "de_lowest_kcal_mol": 0.0, "total_charge": -2, "e_lumo_ev": 3.7, "species": ["Rb", "C", "C", "C", "C", "C", "C", "C", "N", "C", "C", "C", "C", "C", "C", "C", "C", "C", "C", "N", "C", "C", "C", "N", "C", "C", "C", "C", "C", "C", "C", "C", "C", "C", "C", "C", "C", "C", "N", "C", "C", "H", "H", "H", "H", "H", "H", "H", "H", "H", "H", "H", "H", "H", "H", "H", "H", "H", "H", "H", "H", "H", "H", "H", "H", "H", "H", "H", "H", "H", "H", "H", "H", "H", "H", "H", "H", "H", "H", "H", "H", "H", "H", "H", "H", "C", "C", "C", "C", "C", "C", "Br", "C", "C", "Br", "C", "O", "C", "N", "H", "H", "H", "H", "H", "H", "Cl", "C", "Cl", "H", "H", "C", "C", "C", "S", "O", "C", "C", "C", "H", "H", "H", "H", "H", "H", "H", "H", "H", "H", "H", "H", "H", "H"], "positions_angstrom": [[0.037, 0.290, -0.369], [-6.399, 2.421, 0.922], [-5.671, 1.897, -0.318], [-4.554, 0.958, 0.015], [-4.546, -0.400, -0.041], [-5.654, -1.324, -0.436], [-6.375, -1.927, 0.773], [-3.215, -0.815, 0.420], [-2.474, 0.264, 0.733], [-3.229, 1.354, 0.508], [-2.796, 2.675, 0.688], [-1.539, 3.118, 1.124], [-1.152, 4.525, 1.290], [-2.044, 5.705, 1.060], [-3.021, 5.943, 2.214], [0.136, 4.510, 1.724], [0.517, 3.096, 1.817], [1.760, 2.624, 2.250], [2.182, 1.293, 2.398], [1.469, 0.214, 2.032], [2.169, -0.876, 2.399], [1.733, -2.197, 2.229], [0.508, -2.640, 1.711], [-0.483, -1.830, 1.296], [-1.516, -2.611, 0.933], [-2.770, -2.140, 0.508], [-1.162, -4.024, 1.085], [0.104, -4.042, 1.583], [0.935, -5.225, 1.968], [0.886, -5.527, 3.468], [-2.063, -5.185, 0.797], [-3.063, -5.445, 1.928], [3.430, -0.479, 3.031], [3.441, 0.881, 3.023], [4.470, 1.798, 3.608], [4.079, 2.299, 5.001], [4.486, -1.408, 3.546], [5.382, -1.960, 2.435], [-0.514, 2.312, 1.446], [1.007, 5.673, 2.086], [1.057, 5.925, 3.595], [-7.192, 3.125, 0.655], [-5.701, 2.925, 1.591], [-6.846, 1.596, 1.481], [-5.274, 2.746, -0.886], [-6.388, 1.401, -0.979], [-5.257, -2.130, -1.061], [-6.378, -0.789, -1.059], [-5.670, -2.467, 1.407], [-7.165, -2.618, 0.468], [-6.822, -1.140, 1.383], [-3.517, 3.450, 0.439], [-2.609, 5.562, 0.134], [-1.438, 6.603, 0.908], [-3.638, 5.059, 2.381], [-3.680, 6.792, 2.015], [-2.478, 6.139, 3.141], [2.484, 3.384, 2.535], [2.415, -2.972, 2.572], [-3.491, -2.902, 0.219], [1.977, -5.054, 1.675], [0.608, -6.108, 1.408], [1.209, -4.656, 4.041], [1.526, -6.373, 3.733], [-0.135, -5.758, 3.778], [-1.464, -6.085, 0.626], [-2.614, -5.009, -0.132], [-2.537, -5.676, 2.857], [-3.732, -6.277, 1.693], [-3.668, -4.556, 2.111], [4.624, 2.655, 2.946], [5.435, 1.285, 3.664], [3.119, 2.815, 4.964], [4.826, 2.986, 5.408], [3.970, 1.459, 5.690], [4.017, -2.242, 4.078], [5.105, -0.891, 4.286], [4.786, -2.499, 1.697], [6.140, -2.643, 2.828], [5.887, -1.147, 1.910], [0.648, 6.574, 1.580], [2.022, 5.502, 1.715], [0.059, 6.146, 3.979], [1.715, 6.762, 3.844], [1.416, 5.038, 4.119], [-2.800, 2.370, -2.970], [-1.581, 2.787, -3.742], [-1.697, 3.695, -4.816], [-0.584, 4.052, -5.519], [0.673, 3.521, -5.161], [1.891, 3.847, -5.811], [1.912, 5.050, -7.294], [3.073, 3.310, -5.381], [3.104, 2.433, -4.303], [4.789, 1.734, -3.755], [1.960, 2.005, -3.583], [1.976, 1.203, -2.632], [0.698, 2.618, -4.068], [-0.423, 2.273, -3.395], [-3.549, 3.165, -2.954], [-2.538, 2.118, -1.944], [-3.264, 1.488, -3.420], [-2.669, 4.102, -5.071], [-0.648, 4.750, -6.344], [3.999, 3.570, -5.877], [-1.787, -0.799, -2.775], [-1.694, -2.555, -2.661], [-3.226, -3.329, -3.174], [-1.518, -2.825, -1.629], [-0.897, -2.909, -3.299], [3.983, -5.791, -0.855], [3.063, -4.743, -1.467], [3.260, -3.386, -0.815], [2.105, -2.129, -1.408], [0.817, -2.838, -1.692], [2.886, -1.781, -3.017], [1.824, -1.540, -4.082], [2.468, -1.130, -5.401], [3.831, -6.772, -1.310], [3.799, -5.891, 0.217], [5.034, -5.521, -0.984], [2.016, -5.026, -1.341], [3.233, -4.676, -2.545], [4.265, -2.979, -0.963], [3.078, -3.448, 0.260], [3.544, -2.605, -3.309], [3.470, -0.872, -2.861], [1.150, -0.753, -3.741], [1.235, -2.451, -4.204], [3.028, -0.201, -5.285], [1.712, -0.969, -6.172], [3.158, -1.899, -5.762]], "lowdin_charge": [0.789, -0.095, -0.205, -0.146, -0.142, -0.201, -0.094, -0.280, 0.040, -0.280, 0.023, -0.258, -0.140, -0.204, -0.097, -0.140, -0.256, 0.044, -0.254, 0.052, -0.258, 0.017, -0.276, 0.048, -0.274, 0.014, -0.144, -0.143, -0.203, -0.092, -0.198, -0.093, -0.144, -0.145, -0.209, -0.100, -0.208, -0.091, 0.041, -0.203, -0.097, 0.061, 0.064, 0.064, 0.095, 0.097, 0.083, 0.097, 0.063, 0.061, 0.063, 0.093, 0.103, 0.095, 0.063, 0.060, 0.063, 0.091, 0.092, 0.094, 0.083, 0.100, 0.069, 0.061, 0.062, 0.097, 0.098, 0.061, 0.061, 0.064, 0.104, 0.096, 0.062, 0.059, 0.070, 0.102, 0.096, 0.050, 0.062, 0.075, 0.095, 0.104, 0.063, 0.060, 0.061, -0.053, -0.326, -0.033, -0.054, -0.207, -0.654, 0.667, -0.216, -0.616, 0.715, -0.464, -0.120, -0.117, 0.173, 0.074, 0.055, 0.058, 0.102, 0.063, 0.082, 0.597, -0.982, 0.489, -0.010, 0.007, -0.112, -0.293, -0.353, 0.911, -0.531, -0.336, -0.297, -0.094, 0.065, 0.062, 0.070, 0.104, 0.102, 0.100, 0.055, 0.084, 0.056, 0.080, 0.096, 0.044, 0.073, 0.069]}

---

Entry 3:
{"formula": "C4H7IN2O", "method": "ωB97M-V/def2-TZVPD", "energy_ha": -638.981746, "homo_energy_ev": -9.2, "spin_multiplicity": 1, "smiles": "NNC(=O)C/C=C/I", "de_lowest_kcal_mol": 44.6, "e_lumo_ev": 0.4, "species": ["C", "C", "C", "C", "N", "N", "O", "I", "H", "H", "H", "H", "H", "H", "H"], "positions_angstrom": [[-1.204, 0.298, 0.036], [-0.003, 1.192, 0.119], [1.360, 0.658, 0.393], [2.407, 0.785, -0.404], [-1.048, -1.070, -0.017], [-2.067, -2.122, -0.195], [-2.240, 0.864, -0.182], [4.277, -0.191, -0.060], [0.162, 1.833, -0.857], [-0.156, 1.874, 0.851], [-0.156, -1.333, 0.325], [1.629, -0.007, 1.180], [2.296, 1.336, -1.227], [-2.840, -1.582, -0.621], [-2.419, -2.535, 0.658]], "lowdin_charge": [-0.504, -0.102, -0.256, -0.588, 0.008, 0.057, 0.063, 0.750, 0.177, 0.085, 0.104, 0.067, -0.014, 0.085, 0.069]}

---

Number 1: gap between HOMO and LUMO 9.7 eV, M 1063.31 g mol⁻¹. Number 2: gap between HOMO and LUMO 4.9 eV, M 1153.39 g mol⁻¹. Number 3: gap between HOMO and LUMO 9.6 eV, M 226.02 g mol⁻¹.